19
Properties=species:S:1:pos:R:3 method="wB97M-V/def2-TZVPD" e_lumo_ha="-0.114 / -0.408" s_squared=0.7525 total_charge=+1 total_energy_ev=-5399.59387 homo_lumo_gap_ev="11.8 / 3.6" multiplicity=2
C -1.03398 -1.94505 0.50213
C -1.68374 -0.64821 1.08669
C 0.11935 -1.70462 -0.34183
H -0.89030 -2.63894 1.35991
H -1.73308 -2.43389 -0.21071
H -1.99960 -0.00298 0.27010
H -0.99708 -0.14245 1.78773
H -0.04062 -1.28192 -1.33116
H 0.98884 -1.11636 0.12932
H -2.55557 -1.02232 1.66112
H 0.49740 -2.70242 -0.54922
C 1.96240 2.06188 -0.46171
C 0.42926 1.89508 -0.54825
H 2.21096 2.35823 -1.52882
H 2.24387 2.62638 0.42714
H 2.39345 1.12563 -0.11553
H -0.02177 1.13279 -0.05503
H 0.32811 1.66913 -1.75335
H -0.21791 2.77004 -0.32854

***

15
Properties=species:S:1:pos:R:3 method="wB97M-V/def2-TZVPD" e_lumo_ha=0.023 total_charge=0 total_energy_ev=-9867.13033 homo_lumo_gap_ev=11.3 multiplicity=1
C 1.86873 -0.09639 -0.30256
C 0.49538 -0.29589 -0.33156
C -0.27196 -0.11022 0.89301
C -1.45235 -1.03309 0.38522
C -1.85614 -0.08103 -0.74330
C -0.48497 0.80277 -0.58779
H 0.36297 -0.98986 -1.13555
H 0.20304 -0.78155 1.84500
H -2.33528 -1.21155 1.11528
H -1.05772 -2.13680 -0.04738
H -2.74480 0.42572 -0.33515
H -2.24632 -0.55564 -1.58617
H -0.68623 1.71867 -1.29634
N 3.09810 -0.25245 -0.06212
O -0.37181 1.27265 0.74962

***

16
Properties=species:S:1:pos:R:3 method="wB97M-V/def2-TZVPD" e_lumo_ha=-0.167 total_charge=+1 total_energy_ev=-6261.75540 homo_lumo_gap_ev=9.7 multiplicity=1
C -2.13123 -0.53983 0.57621
C -3.14648 0.55375 0.95495
H -1.54526 -0.07742 -0.28297
H -2.54450 -1.49416 0.39507
H -1.36408 -0.75646 1.38067
H -3.95072 0.47952 0.23473
H -3.70704 0.20726 1.93760
H -2.76429 1.58502 1.14473
N 1.53257 0.46054 -0.83710
C 2.59291 -0.25442 -0.45057
N 3.86227 -0.19871 -0.94210
H 1.39722 1.30490 -1.55716
H 0.51288 0.26884 -0.57851
H 2.52058 -1.01419 0.41001
H 4.36597 -1.13054 -0.98500
H 4.36920 0.60591 -1.40057

***

124
Properties=species:S:1:pos:R:3 method="wB97M-V/def2-TZVPD" e_lumo_ha=-0.008 total_charge=0 total_energy_ev=-101043.70137 homo_lumo_gap_ev=5.4 multiplicity=1
K -0.12275 -0.42410 -0.59030
C 6.58373 1.03050 -0.92105
C 5.24149 1.77286 -0.91205
C 5.41788 3.22850 -1.34964
C 4.59204 1.66462 0.45385
C 5.24408 2.22053 1.54843
C 4.76724 2.06592 2.83768
C 3.60060 1.35091 3.04850
C 2.90596 0.80127 1.98468
C 1.64390 0.00628 2.22189
C 0.54730 0.86720 2.85685
C 1.92776 -1.24386 3.06519
C 3.39728 0.94951 0.67636
N 2.80728 0.20357 -0.34435
C 2.37021 0.63024 -1.46184
C 2.10818 1.96719 -1.97569
C 2.64281 2.21767 -3.24963
C 2.56985 3.44691 -3.85763
C 1.88035 4.47011 -3.19015
C 1.27712 4.24262 -1.98217
C 1.32344 2.97105 -1.31164
N 0.59003 2.69022 -0.23242
C -0.08451 3.75796 0.37812
C -1.48730 3.90547 0.27090
C -2.11244 5.00840 0.84377
C -1.40972 5.97020 1.54486
C -0.04562 5.80429 1.70140
C 0.62470 4.72603 1.13833
C 2.11699 4.61039 1.40074
C 2.38671 4.53061 2.90690
C 2.89555 5.78343 0.79249
C -2.40572 2.86950 -0.35651
C -1.97166 2.35563 -1.73091
C -2.61757 1.74867 0.67068
H 7.02693 1.06055 -1.91918
H 6.44909 -0.01378 -0.63286
H 7.28823 1.48698 -0.22330
H 4.59828 1.29045 -1.64187
H 6.12400 3.75281 -0.70171
H 4.46288 3.75711 -1.32319
H 5.80316 3.26680 -2.37055
H 6.15959 2.77941 1.39059
H 5.29438 2.51191 3.67201
H 3.22567 1.23401 4.05973
H 1.29210 -0.32436 1.24497
H 0.84456 1.18866 3.85763
H -0.38675 0.30409 2.94940
H 0.36715 1.75390 2.24616
H 2.08220 -0.97660 4.11254
H 2.82367 -1.75355 2.70838
H 1.08901 -1.94524 3.01234
H 2.24091 -0.17370 -2.20213
H 3.18019 1.41162 -3.74375
H 3.03958 3.62326 -4.81650
H 1.79854 5.44780 -3.65191
H 0.70220 5.03323 -1.51894
H -3.18669 5.11644 0.72780
H -1.91872 6.82540 1.97196
H 0.51523 6.52693 2.28380
H 2.48221 3.68892 0.94866
H 2.08699 5.45233 3.41177
H 3.45014 4.36718 3.08346
H 1.83371 3.70104 3.34939
H 2.56002 6.73460 1.21142
H 2.75875 5.81685 -0.28819
H 3.96329 5.67624 1.00002
H -3.37496 3.36016 -0.49640
H -1.04981 1.78764 -1.65273
H -1.79594 3.19246 -2.40895
H -2.74377 1.71901 -2.16946
H -1.68378 1.20908 0.82742
H -3.38890 1.04584 0.35335
H -2.92120 2.17705 1.62742
O -2.25720 -0.73959 -1.15331
P -3.13243 -1.88318 -0.81555
C -2.60563 -3.32513 -1.81386
P -0.98654 -3.88492 -1.17184
O -0.10741 -2.76025 -0.75974
C -1.38410 -5.02078 0.17406
C -2.34345 -6.02024 0.02249
C -2.62165 -6.87627 1.07349
C -1.93596 -6.74703 2.27409
C -0.95689 -5.77471 2.41584
C -0.67744 -4.91339 1.36673
C -0.24891 -4.87067 -2.49490
C -0.95930 -5.34988 -3.59074
C -0.30533 -6.07584 -4.57419
C 1.05431 -6.32790 -4.46625
C 1.76518 -5.85614 -3.37063
C 1.11725 -5.12862 -2.38739
C -3.10398 -2.30659 0.95081
C -4.17157 -2.96793 1.55784
C -4.15431 -3.22873 2.91753
C -3.07928 -2.81879 3.69129
C -2.01740 -2.15381 3.09881
C -2.02618 -1.89974 1.73888
C -4.86452 -1.60591 -1.25704
C -5.81636 -2.62058 -1.35166
C -7.13138 -2.31159 -1.65612
C -7.50365 -0.99227 -1.87778
C -6.55405 0.01673 -1.82062
C -5.23739 -0.28918 -1.51229
H -2.45729 -2.90163 -2.80978
H -3.34488 -4.12326 -1.85464
H -2.85843 -6.14328 -0.92415
H -3.36635 -7.65316 0.95630
H -2.16039 -7.41332 3.09697
H -0.41174 -5.68881 3.34704
H 0.08592 -4.15017 1.45924
H -2.02087 -5.15730 -3.68659
H -0.85737 -6.44037 -5.43085
H 1.56171 -6.88756 -5.24095
H 2.82598 -6.05391 -3.28961
H 1.66470 -4.73867 -1.53717
H -5.02477 -3.26779 0.96737
H -4.99452 -3.73354 3.37678
H -3.06817 -3.01708 4.75509
H -1.18043 -1.82476 3.70162
H -1.18664 -1.40169 1.27952
H -5.53548 -3.65787 -1.20562
H -7.86812 -3.10118 -1.72934
H -8.53417 -0.75497 -2.10770
H -6.83527 1.04196 -2.02179
H -4.48507 0.48839 -1.47394